1.
Below is a single C2H2OS2 molecule in a non-equilibrium geometry, with properties calculated with ωB97M-V with the def2-TZVPD basis set.

The value obtained for the HOMO energy is -9.451 eV. The calculation puts the LUMO energy at -2.17 eV. As for the spin multiplicity: 1. As for the largest force on an atom: 3.9 eV/A. Its structure (SMILES) is O=CC(=S)S. The gap between HOMO and LUMO comes out at 7.277 eV.

Structure (XYZ):
```
7
C2H2OS2, DFT ωB97M-V with the def2-TZVPD basis set
C -0.352 0.099 0.273
H 0.031 -2.130 1.053
H 0.464 1.853 -0.466
C 0.296 0.843 -0.812
O 0.712 0.348 -1.881
S -0.466 0.681 1.817
S -0.686 -1.694 0.017
```

2.
Below is a molecular structure, C5H11BeO4 in a non-equilibrium geometry, with properties calculated with ωB97M-V with the def2-TZVPD basis set.

The value obtained for the HOMO energy (spin up / spin down) is -7.623 / -7.747 eV. The calculation puts the LUMO energy (spin up / spin down) at -0.81 / -0.82 eV. As for the spin multiplicity: 2. As for the largest force on an atom: 5.6 eV/A. The expectation value of S² is 0.753. The gap between HOMO and LUMO (spin up / spin down) comes out at 6.809 / 6.927 eV.

Structure (XYZ):
```
21
C5H11BeO4, DFT ωB97M-V with the def2-TZVPD basis set
O -1.064 0.017 -0.413
H 2.690 -0.416 -0.991
H 2.930 -1.342 0.963
H -2.087 -1.788 -0.772
O 1.007 -1.298 0.506
H 3.756 -0.783 -0.086
C -1.179 -1.342 -0.359
C 2.666 -0.760 0.061
H -2.678 0.420 0.806
C -1.619 2.228 0.175
H -1.337 2.666 -0.808
Be 0.322 0.477 0.665
H 2.208 1.320 1.106
C 0.160 -1.996 -0.373
H 0.578 -2.005 -1.405
H 0.062 -3.051 -0.061
H -2.448 2.851 0.566
O 1.671 0.944 0.408
C -2.197 0.841 -0.089
O -0.528 2.192 1.026
H -2.912 0.828 -0.925
```

3.
Below is a gas-phase ion, C5H7N4 (charge +1) in a non-equilibrium geometry, with properties calculated with ωB97M-V with the def2-TZVPD basis set.

The value obtained for the HOMO energy is -13.256 eV. The calculation puts the LUMO energy at -5.48 eV. The net charge is +1. As for the spin multiplicity: 1. As for the largest force on an atom: 5.5 eV/A. Its structure (SMILES) is C#[N+][C@H]1C[C@H]2N3[C@@H](N1)N23. The gap between HOMO and LUMO comes out at 7.775 eV.

Structure (XYZ):
```
16
C5H7N4, DFT ωB97M-V with the def2-TZVPD basis set
H 0.757 -2.005 -0.425
N -1.728 0.532 0.024
H 1.548 1.639 1.613
C 1.258 0.867 0.815
H -0.544 -1.390 -1.390
N 1.278 1.237 -0.585
H -1.797 2.583 -0.823
C -0.692 -0.456 0.511
H -1.444 -1.062 1.084
H -0.274 0.266 2.255
C 0.155 -1.049 -0.672
N 2.260 0.255 -0.019
H 1.613 -0.454 -2.027
C -1.810 1.562 -0.517
C 1.310 -0.124 -1.006
N 0.177 0.194 1.359
```

4.
Below is a molecular structure, C51H59AgGe2S4Si in a non-equilibrium geometry, with properties calculated with ωB97M-V with the def2-TZVPD basis set.

The value obtained for the HOMO energy is -0.915 eV. The calculation puts the LUMO energy at 4.08 eV. The net charge is -2. As for the spin multiplicity: 1. As for the largest force on an atom: 1.2 eV/A. The gap between HOMO and LUMO comes out at 4.995 eV.

Structure (XYZ):
```
118
C51H59AgGe2S4Si, DFT ωB97M-V with the def2-TZVPD basis set
H -1.621 -7.531 -2.200
C 4.151 -3.033 -0.339
H 0.636 6.256 -2.706
C 3.061 -0.627 4.101
C -1.473 -5.457 -1.622
C -5.244 0.456 -1.604
Ge -0.992 0.113 -1.442
C 1.863 2.252 2.984
C -2.622 -2.876 0.920
H -1.781 6.180 0.837
H -0.530 5.227 4.234
S 3.168 0.719 -0.954
H -1.633 1.633 4.524
C -3.294 3.039 -2.129
H -1.311 -2.272 -4.337
C 1.063 -4.167 1.604
H 3.626 3.457 2.765
C -1.054 4.281 4.370
C 3.143 -2.146 1.795
H 2.865 -5.012 -3.718
H 4.094 3.993 -2.843
C 2.073 -4.866 -0.575
H -2.582 -3.356 -4.926
H -6.762 -1.023 -1.984
Ge 1.600 -0.246 0.091
H -3.475 3.554 -4.201
C 2.351 -0.987 1.805
S -0.515 1.178 -3.222
C -1.739 5.930 -0.225
H 4.493 -3.416 2.855
H 0.030 -6.931 -2.127
C -0.647 1.812 4.103
C 2.907 -5.633 -2.821
H 3.765 -6.303 -2.924
C 1.037 3.318 3.349
C -3.891 0.700 -1.396
H -3.661 -2.549 1.005
C -4.805 -1.879 -1.793
H 4.510 5.247 -1.652
H 2.973 6.469 -0.015
C 5.303 -2.076 -0.211
H -1.983 4.329 3.797
H -4.658 2.352 -3.657
C 1.643 5.846 -2.836
H -2.579 4.988 -2.623
C 2.303 -0.243 2.993
C -0.200 3.120 3.932
H -2.474 3.986 1.524
Si 2.089 4.583 -1.458
H -5.140 -2.899 -1.947
H 3.002 -0.021 5.000
C -2.708 3.727 0.496
S -0.273 1.034 0.533
C -2.197 -3.467 -2.805
H -1.375 -0.664 4.368
H 3.075 2.682 1.271
C -0.413 -0.669 3.853
H 1.389 4.330 3.176
C 1.416 0.949 3.207
H 0.225 -3.501 1.375
C -3.230 2.464 0.227
H 5.720 -2.085 0.797
C -2.601 -2.896 -1.597
S 0.316 -1.707 -1.084
C -2.351 -3.559 -0.392
H 0.268 -1.337 4.382
H -1.331 4.193 5.423
H -1.997 -1.980 1.004
C -5.708 -0.834 -1.813
C 3.194 2.545 2.349
H -1.633 -5.357 0.513
C 2.122 -4.035 0.540
C -1.806 -4.836 -0.424
Ag 0.936 2.420 -1.337
C 4.060 -3.874 -1.440
H -3.686 2.106 2.287
H 1.675 5.371 -3.821
H 2.354 6.686 -2.835
H 3.899 1.724 2.476
C -2.435 4.633 -0.514
C -3.623 2.688 -3.554
H 0.680 -5.189 1.633
C 3.898 -2.510 2.906
H -2.992 -1.875 -4.041
H -4.460 0.964 1.175
H 1.440 -3.903 2.591
H 2.003 -6.243 -2.798
H 4.820 -3.805 -2.213
H 4.467 -2.028 4.925
H 4.962 -1.055 -0.415
C -2.953 -0.357 -1.398
H -2.390 -3.538 1.756
H 2.296 5.187 1.008
C -3.440 -1.653 -1.586
C -1.639 -4.742 -2.798
C -2.288 -2.704 -4.101
H -0.847 -7.267 -0.635
H -1.335 -5.187 -3.742
C 3.949 4.313 -1.805
C -3.463 2.101 -1.101
H 6.093 -2.334 -0.918
H -0.561 -1.089 2.852
H -2.743 0.815 1.545
C -3.549 1.532 1.369
C 3.875 -1.746 4.062
H -2.964 1.886 -3.893
H 1.219 6.314 0.185
H -2.173 6.756 -0.795
H -5.932 1.295 -1.586
C 0.135 0.729 3.739
C -0.949 -6.869 -1.646
H 4.377 3.533 -1.170
C -2.773 4.285 -1.818
H 1.253 -5.570 -0.664
H -0.686 5.848 -0.503
C 3.014 -4.779 -1.586
C 3.140 -3.082 0.630
C 2.150 5.746 0.078
```

The calculation returns the following relative energy (zero: lowest compared OMol25 entry of this formula, charge and spin) values, one per record and in order: 110.4 686.1 469.1 0.0 kJ/mol.